{"formula": "C5H16ClNOSi2", "method": "the ωB97M-V functional and the def2-TZVPD basis", "e_tot_ev": -37261.378, "orbital_gap_ev": 9.3, "e_homo_ev": -8.53, "species": ["C", "C", "C", "Cl", "Si", "C", "N", "C", "O", "Si", "H", "H", "H", "H", "H", "H", "H", "H", "H", "H", "H", "H", "H", "H", "H", "H"], "positions_angstrom": [[2.5365, -1.7541, 0.6034], [1.0468, -1.8114, 0.3107], [0.5168, -0.8545, -0.7806], [1.8011, -0.4104, -1.9778], [-0.1462, 0.7735, -0.1160], [-1.7685, 0.6218, 0.8273], [-2.9404, 0.5270, -0.0518], [-3.1992, -0.8156, -0.5797], [1.0124, 1.5471, 0.8153], [1.8062, 2.8775, 0.1808], [3.1261, -2.1434, -0.2123], [2.8669, -0.7655, 0.9005], [2.7199, -2.4117, 1.4505], [0.8372, -2.8238, -0.0240], [0.5045, -1.6821, 1.2448], [-0.2355, -1.3814, -1.3510], [-0.4225, 1.6459, -1.2813], [-1.8708, 1.5299, 1.4205], [-1.7999, -0.1885, 1.5476], [-2.8779, 1.2054, -0.7976], [-2.9111, -0.8934, -1.6272], [-2.5994, -1.5376, -0.0364], [-4.2446, -1.0932, -0.4952], [1.7332, 2.9170, -1.2896], [3.2324, 2.7925, 0.5590], [1.2758, 4.1288, 0.7602]], "mulliken_charge": [-1.33, -0.52, 0.07, -0.21, 0.22, -0.61, -0.41, -0.82, -0.20, 0.46, 0.38, 0.30, 0.40, 0.38, 0.26, 0.38, -0.17, 0.29, 0.41, 0.29, 0.27, 0.29, 0.29, -0.12, -0.15, -0.15]}